No. 1
Computed, not measured: C2H4NP in the gas phase at a distorted geometry, with wB97M-V/def2-TZVPD.

```
8
Properties=species:S:1:pos:R:3:forces:R:3:nbo_charge:R:1
P 0.67690 0.10947 1.29664 -2.5 -0.9 0.9 0.303
N -1.39147 -0.62360 -0.51055 -2.6 1.5 0.9 -0.313
C -0.43882 -1.11240 -1.06634 3.1 2.1 0.0 0.096
C -0.15718 0.30109 -0.33622 1.0 -2.1 -1.7 -0.470
H -0.22862 0.93163 2.16152 0.7 -0.7 -0.9 -0.021
H 1.52615 1.11651 1.17474 1.6 1.8 -0.3 -0.043
H -0.09585 -1.90870 -1.70088 -0.1 -0.3 0.1 0.225
H 0.10889 1.18600 -1.01891 -1.3 -1.4 1.0 0.223
```
Positions in Å, forces in eV/Å.

## Properties
- SMILES string = P[C@H]1C=N1
- multiplicity = 1
- total charge = 0
- E_LUMO (Eh) = 0.0405
- relative energy (zero: lowest compared OMol25 entry of this formula, charge and spin) (kcal/mol) = 56.7


No. 2
Computed, not measured: a molecular structure, C16H34BrCl2CsFIN3O2Si2 at a distorted geometry, with wB97M-V/def2-TZVPD.

```
63
Properties=species:S:1:pos:R:3:forces:R:3:lowdin_charge:R:1
Cs 2.37417 -7.66393 -5.59726 1.3 -3.9 -1.0 1.391
I -4.14307 0.13592 0.62802 -2.7 2.9 -1.7 0.613
Br -2.12583 -1.07845 2.13500 -8.4 -3.7 4.3 0.339
Cl -1.13164 0.54230 -5.41726 0.1 -0.1 0.1 0.562
Cl -0.92088 0.06116 -2.03840 0.0 -0.2 -0.1 0.578
Si -0.62890 3.25577 2.26737 -1.0 1.1 1.4 0.451
Si 1.78574 4.14612 3.65022 -0.1 -1.4 1.1 0.584
F -0.34663 -1.03701 1.32948 10.3 1.5 -3.7 -0.490
O 0.25853 3.28430 3.78377 1.0 1.3 -3.3 -0.383
O -0.38830 0.20820 3.44049 2.9 1.4 -7.3 -0.178
N -0.15362 4.62829 1.14610 -1.6 -1.1 -0.3 -0.115
N -1.05812 -5.01043 -3.45580 1.0 0.0 -0.5 0.079
N -1.82588 -3.54114 -0.10867 0.0 -0.7 -0.6 0.287
C 0.04605 -0.47426 -4.54972 0.1 -0.1 0.0 -0.667
C -0.55745 -1.12623 -3.31606 0.1 0.1 0.0 -0.692
C 3.36775 3.22669 1.37640 0.5 1.4 -0.1 -0.174
C 1.25175 -5.34863 -4.99647 -0.8 1.7 0.3 -0.367
C -0.38317 0.25628 2.10612 -2.6 1.2 6.8 -0.563
C 3.00739 1.50113 3.51030 0.7 -0.7 0.6 -0.263
C 0.13636 -4.71316 -5.53238 0.5 -0.1 0.0 -0.042
C -3.44275 2.28972 2.74830 -1.2 0.3 0.2 -0.335
C -0.98370 -4.56772 -4.72974 -0.5 -0.2 0.9 -0.108
C -2.49699 3.63896 2.73901 -0.3 -0.7 0.9 -0.246
C 0.03970 -5.62505 -2.96345 -0.8 0.4 -0.1 -0.121
C -4.38985 2.20762 1.37922 -0.3 1.4 1.2 -0.587
C -0.42921 1.64293 1.23300 1.2 -2.3 -1.4 -0.164
C 3.24574 3.04040 3.00043 0.3 -0.4 -0.7 -0.440
C 3.30492 0.34114 2.39090 0.0 -1.1 1.1 -0.154
C 1.20654 -5.81404 -3.68657 -0.2 0.4 0.0 -0.218
H 2.84899 -0.66950 2.83308 1.0 2.1 -1.0 0.084
H -1.87814 -4.07543 -5.10111 0.1 0.0 0.0 0.126
H 0.13959 -4.33967 -6.55010 0.0 0.0 0.1 0.125
H 3.77840 1.32195 4.40322 -1.7 0.3 -1.9 0.118
H 1.67699 5.39268 2.90239 -0.1 0.2 -0.2 -0.041
H 0.37669 -1.24482 -5.25299 -0.1 0.1 0.1 0.056
H -2.48963 4.03740 3.86271 0.0 -0.5 -2.5 0.099
H -1.78796 -3.55345 -1.13467 -0.1 -0.1 0.1 0.114
H 3.13871 4.37791 1.15783 0.5 -2.5 0.3 0.070
H -1.48124 -1.66270 -3.55356 0.1 0.2 -0.1 0.054
H 4.48886 3.07012 0.99885 -2.6 -0.1 0.7 0.090
H 1.93925 1.29660 3.97246 2.0 0.7 -1.2 0.091
H -5.52583 2.39748 1.66516 2.5 -0.5 -0.8 0.061
H 2.17362 4.53850 5.02960 -0.2 -0.2 0.0 -0.035
H 0.60804 1.71059 0.64624 -2.1 -0.2 1.2 0.084
H -0.35446 4.26917 0.16602 0.4 0.8 1.4 0.043
H 2.78233 0.49905 1.35582 1.2 -0.1 2.0 0.054
H -0.04602 -5.97330 -1.93825 0.1 0.0 -0.1 0.114
H -4.17728 2.36387 3.68648 1.6 -0.2 -2.1 0.119
H 4.25560 3.45870 3.46828 -2.2 -0.8 -1.0 0.117
H 4.47348 0.14388 2.30996 -2.5 0.6 -0.2 0.083
H 0.15187 -1.84161 -2.88934 0.1 0.1 -0.1 0.059
H 2.05918 -6.31240 -3.23945 -0.1 0.2 0.3 0.076
H -1.25636 1.51592 0.38231 1.6 0.3 2.0 0.056
H 0.90994 0.14810 -4.29614 -0.3 -0.1 0.0 0.075
H 2.14870 -5.47974 -5.59477 -0.6 1.7 0.3 -0.038
H -0.82805 5.43418 1.31090 1.2 -1.3 -0.3 0.049
H -2.85774 1.28406 2.88304 -0.9 2.1 -0.2 0.014
H 2.58953 2.61785 0.74500 1.7 1.0 1.3 0.050
H -1.60274 -4.47570 0.25331 -0.1 0.3 0.0 0.145
H -1.14379 -2.86305 0.25087 -0.2 0.6 0.5 0.070
H -4.05738 3.02485 0.60273 -0.6 -1.9 1.3 0.054
H -2.90297 4.45392 1.99596 0.6 -1.5 1.6 0.075
H -2.76879 -3.27231 0.19586 0.2 0.4 0.3 0.111
```
Positions in Å, forces in eV/Å.

## Properties
- multiplicity = 1
- total charge = +1
- E_LUMO (Eh) = -0.1625


No. 3
Computed, not measured: 13 unconnected molecules or ions with the total composition C12H46O15 at a distorted geometry, with wB97M-V/def2-TZVPD.

```
73
Properties=species:S:1:pos:R:3:forces:R:3:lowdin_charge:R:1
O 3.30837 0.39320 1.45362 -0.6 0.0 0.1 0.122
O 3.07596 -0.84090 -1.91164 0.4 0.1 -0.3 -0.109
O 1.19096 -0.40881 1.59469 1.0 -0.5 0.0 0.091
O -5.52975 -2.56377 -0.19016 -0.1 0.1 0.1 -0.114
O -0.90478 -3.35387 -1.94384 0.0 -0.5 0.0 -0.123
O -2.08348 2.78643 1.60994 0.0 0.3 0.0 -0.154
O 1.63579 1.26328 0.23385 0.2 0.0 -0.3 0.043
O 4.52454 3.35632 -1.88504 0.0 0.1 0.6 -0.126
O -3.22789 1.65748 -0.69981 0.2 -0.1 0.0 -0.060
O 3.29134 2.32587 3.66439 -0.1 0.1 0.1 -0.125
O 1.43100 2.34584 -2.59513 -0.2 -0.2 -0.3 -0.031
O 1.80801 -4.05095 1.35809 0.9 -0.1 0.1 -0.123
O -2.97401 -3.28090 2.88980 0.2 0.0 0.0 -0.075
O -1.42471 2.21160 -2.68616 0.3 -0.1 -0.4 -0.158
O -1.03703 -3.42124 0.87919 0.3 -0.1 0.1 -0.058
C -1.18418 -0.24024 1.72482 -0.3 -1.7 -0.2 -0.001
C 2.09094 2.99270 3.29165 0.6 -0.1 -0.1 -0.156
C -1.85825 4.18515 1.62131 -0.4 0.1 0.1 -0.152
C 1.55580 -3.83103 2.73698 -1.3 0.7 0.5 -0.143
C 0.21158 1.04059 0.10141 0.5 0.5 -0.7 -0.058
C 2.14889 0.41181 1.12849 0.0 -0.1 -0.3 -0.570
C 0.01079 -0.30095 0.79848 -0.9 1.9 0.7 -0.285
C 4.71639 2.17529 -1.09064 0.3 0.1 -1.1 -0.137
C -4.39244 -1.87257 0.31857 0.2 -0.2 -0.5 -0.162
C -1.48419 -2.33546 -2.71779 -0.6 1.3 -0.1 -0.142
C 2.42336 -2.06295 -1.67869 -1.3 -0.5 0.4 -0.156
C -1.74852 2.53909 -4.02483 -0.5 -0.2 -0.5 -0.131
H 2.26809 -4.12895 3.50709 0.4 -0.5 -0.6 0.088
H -0.05136 0.96701 -0.95195 0.3 0.0 0.0 0.103
H 1.37678 -1.87691 -1.93841 0.0 0.0 0.0 0.056
H 2.08300 3.16252 2.21128 -0.3 0.0 0.0 0.072
H -2.64833 2.59733 0.84442 0.0 -0.3 0.1 0.031
H 2.39970 -2.39253 -0.63494 0.3 0.3 0.1 0.071
H -1.21429 -1.13546 2.35090 0.1 0.0 0.0 0.071
H -0.83838 -1.45015 -2.74028 0.1 -0.1 -0.3 0.069
H -1.21066 0.61877 2.38797 0.1 0.3 -0.4 0.085
H -5.35973 -2.84060 -1.09293 0.1 0.0 0.0 0.064
H 4.03272 1.45043 -1.53250 0.0 -0.2 0.5 0.047
H -1.78747 -2.60670 -3.73041 0.4 -0.3 0.0 0.088
H -1.68355 4.51772 2.64503 0.1 -0.1 0.0 0.076
H 1.42863 -2.76058 2.90766 0.0 0.0 -0.4 0.082
H -1.09543 3.32791 -4.40117 -0.1 0.1 0.0 0.088
H 2.13195 2.30826 -1.93079 -0.1 0.1 0.1 0.027
H 4.98918 4.06056 -1.42167 -0.1 0.1 -0.2 0.074
H -4.26196 -0.89718 -0.16043 -0.2 0.2 0.2 0.057
H -3.46994 -2.42853 0.12567 0.0 -0.1 0.2 0.060
H -3.99535 1.51943 -1.26156 0.0 0.1 0.1 0.052
H -2.79251 2.84607 -4.09741 0.1 0.3 0.3 0.083
H -0.38344 -3.93458 -2.50381 0.0 0.0 0.0 0.098
H 2.17699 -4.93454 1.26029 0.0 0.0 -0.1 0.091
H -2.75439 4.70746 1.27470 0.1 0.2 -0.1 0.080
H -0.26904 1.94394 0.47653 -0.3 -0.5 0.5 0.122
H -1.00423 4.47123 1.00042 0.0 0.0 0.0 0.073
H -4.52079 -1.77525 1.39197 0.0 0.1 0.0 0.078
H 2.10426 3.97120 3.76899 -0.1 -0.1 0.1 0.078
H 0.57895 -4.28993 2.93073 0.2 -0.1 0.7 0.076
H -0.01872 -1.05183 0.01032 0.0 -0.5 0.5 0.132
H -2.40654 -1.97184 -2.25646 0.1 -0.3 0.4 0.076
H 1.65695 1.64883 -3.22228 0.2 0.0 0.1 0.066
H -0.25102 -3.75088 1.33775 -0.1 0.1 -0.4 0.008
H 5.73190 1.81169 -1.27679 0.0 -0.2 0.3 0.082
H 4.53875 2.32622 -0.02785 -0.1 -0.1 0.0 0.081
H -1.67880 1.67219 -4.69254 0.2 0.0 0.1 0.079
H -0.77976 -3.38502 -0.05607 -0.2 -0.1 0.0 0.021
H 1.21187 2.42817 3.61049 -0.1 0.1 -0.1 0.080
H -2.29390 -3.30283 2.18967 -0.3 0.0 0.1 -0.020
H 2.70114 -2.94403 -2.26619 0.6 0.3 -0.3 0.083
H -2.47601 1.78101 -1.31485 -0.3 0.1 -0.1 0.011
H -2.63419 -3.84758 3.58800 -0.1 0.0 0.0 0.028
H 3.40654 1.57020 3.07354 0.1 0.0 0.0 0.032
H 4.02559 -0.90987 -1.77367 -0.1 -0.2 0.1 0.086
H -2.07854 -0.33822 1.10489 -0.1 0.5 0.2 0.081
H -0.45911 2.12481 -2.69496 0.2 0.2 0.6 0.029
```
Positions in Å, forces in eV/Å.

## Properties
- multiplicity = 1
- total charge = 0
- E_LUMO (Eh) = 0.0028
- relative energy (zero: lowest compared OMol25 entry of this formula, charge and spin) (kcal/mol) = 0.0


Number 1: total energy -474.5834 Ha, Kohn-Sham gap 0.36925 hartree. Number 2: total energy -5435.3295 Ha, Kohn-Sham gap 0.08325 hartree. Number 3: total energy -1613.2942 Ha, Kohn-Sham gap 0.35925 hartree.